(1)
Formula: C39H91N13O13
Source: the OMol25 dataset
Level of theory: ωB97M-V/def2-TZVPD

Last column: Löwdin charge in e.
CARTESIAN COORDINATES (ANGSTROEM)
C (27.78750, 20.07489, 0.30198)  -0.30
O (27.39568, 20.23679, 1.48644)  -0.05
N (26.95290, 19.89395, -0.78322)  -0.17
C (27.42037, 19.74566, -2.20164)  -0.04
C (25.50545, 19.76760, -0.59384)  -0.04
H (28.80897, 20.34695, -0.00589)  0.13
H (28.39113, 20.19523, -2.41050)  0.08
H (26.66798, 20.28213, -2.77974)  0.08
H (27.55652, 18.72771, -2.56679)  0.08
H (25.09389, 20.33586, -1.42798)  0.08
H (25.30700, 18.71490, -0.79520)  0.08
H (25.10536, 20.12419, 0.35530)  0.07
C (17.71966, 22.42965, 8.55721)  -0.33
O (17.03073, 21.83556, 7.76776)  0.02
N (19.09463, 22.51629, 8.38850)  -0.19
C (19.80572, 23.44880, 9.25999)  -0.08
C (19.86094, 21.95409, 7.26543)  -0.03
H (17.38026, 22.97973, 9.44852)  0.13
H (20.45327, 22.84349, 9.89432)  0.08
H (19.24141, 24.13928, 9.88680)  0.08
H (20.50378, 24.12929, 8.77240)  0.08
H (20.25790, 21.09398, 7.80463)  0.09
H (19.29099, 21.63475, 6.39292)  0.07
H (20.69191, 22.60242, 6.98746)  0.08
C (21.44265, 16.74741, 2.61739)  -0.27
O (22.07442, 15.96603, 1.86238)  -0.04
N (20.08239, 16.90777, 2.44435)  -0.17
C (19.27435, 18.01411, 2.99466)  -0.07
C (19.29546, 16.09043, 1.51453)  -0.05
H (21.90526, 17.32359, 3.43360)  0.14
H (19.68551, 18.51497, 3.87112)  0.08
H (18.36786, 17.62811, 3.46091)  0.08
H (18.94898, 18.81551, 2.33134)  0.07
H (18.32888, 15.82736, 1.94421)  0.09
H (19.20761, 16.61247, 0.56172)  0.08
H (19.78318, 15.13890, 1.30287)  0.09
C (17.22264, 23.81002, 2.04387)  -0.36
O (16.32042, 23.95170, 1.21368)  -0.01
N (17.26334, 22.96709, 3.05974)  -0.16
C (16.22446, 21.92058, 3.15272)  -0.03
C (18.33557, 22.91337, 4.03982)  -0.06
H (18.14514, 24.41026, 2.07395)  0.11
H (15.83482, 21.86704, 4.16929)  0.09
H (16.54323, 20.91232, 2.88835)  0.08
H (15.35633, 22.25912, 2.58718)  0.08
H (18.06415, 23.08255, 5.08184)  0.08
H (18.91846, 21.99487, 4.10840)  0.07
H (19.07052, 23.64569, 3.70567)  0.08
C (21.35751, 26.36949, 1.87007)  -0.31
O (20.18893, 25.90990, 1.72796)  -0.04
N (21.95475, 27.30509, 1.09032)  -0.19
C (23.38970, 27.78380, 1.17655)  -0.01
C (21.20858, 28.02089, 0.07557)  -0.07
H (22.02807, 26.02782, 2.67370)  0.13
H (23.81313, 27.30098, 2.05728)  0.08
H (23.26574, 28.86093, 1.28841)  0.08
H (23.94397, 27.59011, 0.25820)  0.07
H (21.76198, 28.15363, -0.85407)  0.08
H (20.23975, 27.61170, -0.21086)  0.09
H (21.04682, 29.03705, 0.43523)  0.09
C (21.70537, 20.33495, 0.86383)  -0.32
O (22.42026, 19.52241, 0.29231)  -0.01
N (20.60543, 20.85215, 0.28072)  -0.16
C (19.80183, 21.87615, 0.91402)  -0.06
C (20.27360, 20.66416, -1.13950)  -0.02
H (21.85659, 20.74839, 1.87299)  0.12
H (19.99470, 21.98368, 1.98142)  0.06
H (18.78114, 21.59741, 0.65211)  0.08
H (19.94078, 22.84601, 0.43634)  0.09
H (20.54109, 21.63270, -1.56197)  0.07
H (20.78639, 19.84518, -1.64388)  0.08
H (19.21734, 20.56663, -1.39027)  0.08
C (20.98115, 19.31474, -5.84846)  -0.32
O (20.66906, 19.67690, -4.72246)  -0.02
N (20.31729, 19.59118, -6.97280)  -0.20
C (20.98739, 19.18266, -8.20406)  -0.05
C (19.15326, 20.28438, -7.07560)  -0.07
H (21.91091, 18.75874, -6.04497)  0.14
H (21.87698, 18.55573, -8.14339)  0.09
H (21.27083, 20.02252, -8.83840)  0.09
H (20.30951, 18.70697, -8.91279)  0.09
H (18.47304, 19.54642, -7.50083)  0.11
H (18.68670, 20.61683, -6.14829)  0.07
H (19.29652, 21.10154, -7.78258)  0.11
C (22.99047, 25.17652, -4.01551)  -0.31
O (23.97338, 25.43140, -4.71127)  0.00
N (23.10048, 24.89688, -2.68507)  -0.17
C (22.00137, 24.63852, -1.80212)  -0.08
C (24.36337, 24.72982, -1.93864)  -0.03
H (21.95279, 25.03501, -4.35520)  0.13
H (21.75860, 23.60960, -1.53666)  0.07
H (21.04175, 24.91969, -2.23590)  0.08
H (22.10215, 25.08168, -0.81139)  0.08
H (24.36539, 23.77742, -1.40852)  0.08
H (25.14131, 24.77544, -2.70077)  0.09
H (24.50959, 25.53364, -1.21713)  0.07
C (16.35751, 22.00504, -4.26201)  -0.34
O (15.23947, 22.04611, -3.83407)  0.03
N (17.38222, 22.58550, -3.57573)  -0.15
C (17.22251, 23.32948, -2.38004)  -0.08
C (18.80714, 22.51140, -4.09955)  -0.03
H (16.64561, 21.48729, -5.18999)  0.13
H (17.36436, 24.39096, -2.58309)  0.10
H (17.95269, 23.10821, -1.60159)  0.08
H (16.29763, 23.22468, -1.81284)  0.08
H (19.38463, 23.38538, -3.79829)  0.06
H (19.35904, 21.74058, -3.56162)  0.05
H (19.00035, 22.46292, -5.17119)  0.07
C (17.71707, 18.28692, -3.79447)  -0.30
O (16.51532, 18.62631, -3.81922)  -0.04
N (18.12572, 17.05509, -3.39696)  -0.16
C (19.62608, 16.79108, -3.24557)  -0.02
C (17.18546, 16.16163, -2.74126)  -0.04
H (18.54881, 18.94871, -4.08161)  0.11
H (19.84032, 15.76306, -3.53775)  0.08
H (20.09123, 16.80616, -2.25991)  0.06
H (20.18644, 17.44710, -3.91170)  0.06
H (17.37990, 15.14073, -3.06998)  0.09
H (17.32811, 16.32293, -1.67274)  0.09
H (16.16754, 16.30262, -3.10466)  0.09
C (13.80096, 19.28805, -2.17502)  -0.30
O (12.70959, 18.78236, -2.09986)  0.00
N (14.33430, 19.77352, -0.98981)  -0.17
C (15.65866, 20.36872, -1.05636)  -0.06
C (13.63082, 19.63436, 0.24848)  -0.08
H (14.42714, 19.40753, -3.07270)  0.12
H (16.31127, 19.71935, -1.63991)  0.06
H (16.10991, 20.62778, -0.09857)  0.08
H (15.65201, 21.28695, -1.64365)  0.05
H (14.17538, 19.24051, 1.10664)  0.08
H (13.04147, 20.49729, 0.55853)  0.09
H (12.88038, 18.84531, 0.20016)  0.08
C (22.77370, 22.60891, 4.06261)  -0.33
O (21.79412, 22.68128, 3.27859)  -0.04
N (24.03526, 22.66406, 3.71280)  -0.17
C (25.03643, 22.83910, 4.77750)  -0.02
C (24.32373, 22.84257, 2.31397)  -0.03
H (22.72444, 22.46664, 5.15327)  0.12
H (25.55110, 23.79284, 4.66093)  0.09
H (25.77926, 22.04395, 4.71397)  0.09
H (24.59123, 22.69151, 5.76143)  0.08
H (25.38966, 22.84921, 2.08625)  0.10
H (23.97433, 22.00316, 1.71280)  0.07
H (23.74860, 23.68908, 1.93881)  0.09
C (25.15348, 15.95580, -1.22684)  -0.32
O (26.29181, 15.68883, -1.59489)  -0.01
N (24.35485, 16.72059, -1.99486)  -0.22
C (24.73802, 17.08656, -3.31571)  -0.04
C (23.04056, 16.94574, -1.50683)  -0.08
H (24.69308, 15.72874, -0.25284)  0.14
H (24.48746, 18.11876, -3.56044)  0.09
H (24.15745, 16.35097, -3.87244)  0.10
H (25.82153, 17.04776, -3.42796)  0.08
H (22.74793, 16.73491, -0.47823)  0.08
H (22.63651, 17.94953, -1.63816)  0.07
H (22.37231, 16.31713, -2.09538)  0.07

- Frontier orbital gap: 8.0 eV
- HOMO energy: -8.048 eV
- Energy relative to the best compared isomer or geometry (same formula, charge and spin): 11.280 eV

***

(2)
Formula: C3H6N3
Source: the OMol25 dataset
Level of theory: ωB97M-V/def2-TZVPD

Last column: Löwdin charge in e.
CARTESIAN COORDINATES (ANGSTROEM)
N (-2.12639, -0.00305, 0.03437)  0.17
C (-0.80063, -0.12520, -0.07066)  -0.31
N (0.00254, -1.24308, 0.15232)  0.15
C (1.31777, -0.83549, 0.08312)  -0.20
N (1.25893, 0.60708, 0.04285)  0.14
C (0.04927, 1.04588, -0.01831)  0.10
H (-2.58148, 0.88311, 0.03761)  0.11
H (-2.60368, -0.89495, -0.26086)  0.17
H (2.00130, -1.09160, 0.82603)  0.14
H (1.73416, -1.33137, -0.79973)  0.18
H (2.16615, 0.98038, 0.24146)  0.18
H (-0.41796, 2.00829, -0.26820)  0.17

- Frontier orbital gap: 8.2 eV
- Charge: +1
- HOMO energy: -14.072 eV
- Energy relative to the best compared isomer or geometry (same formula, charge and spin): 1.125 eV